14
Properties=species:S:1:pos:R:3:forces:R:3:lowdin_charge:R:1 method="wB97M-V/def2-TZVPD" multiplicity=1 total_energy_ev=-13335.76387 gap_ev=11.46 homo_ev=-11.329 smiles="C[N+](=O)[O-].C[N+](=O)[O-]"
C 1.523165 0.614859 0.995791 0.6 0.8 0.5 0.04
O -2.415904 1.362909 -0.777471 0.0 0.4 -0.6 0.08
H 2.265552 0.841943 1.756863 0.1 -0.5 0.0 0.10
O -1.551865 0.567197 1.001647 0.4 0.0 0.4 0.04
O 3.341049 -0.463068 0.052957 -0.3 0.1 -0.1 0.07
C -1.723762 -0.832002 -0.845582 0.0 -0.1 -0.3 0.04
H -1.090263 -0.670933 -1.711278 -0.2 0.0 -0.1 0.09
N 2.151886 -0.233225 -0.049419 0.4 -0.2 0.2 -0.44
H -2.739557 -1.118751 -1.104317 0.1 0.0 -0.3 0.10
O 1.437150 -0.670038 -0.931510 -0.1 0.2 0.1 0.05
N -1.869254 0.484154 -0.164546 -0.6 -0.6 0.5 -0.45
H 0.661600 0.115150 1.413291 -0.2 0.0 -0.2 0.08
H -1.279014 -1.589906 -0.212238 0.1 0.3 0.3 0.09
H 1.289220 1.591705 0.575817 -0.4 -0.3 -0.4 0.11